A structure of composition C23H15CuF3N4O4S2, computed with wB97M-V/def2-TZVPD.

```
! RIJCOSX wB97M-V def2-TZVPD def2/J DEFGRID3
* xyz 0 2
S 2.57167 -0.09480 -3.94962
S -3.59431 2.34858 -3.91162
C 1.69093 -2.09231 0.08217
H 3.96922 -2.13433 -2.50166
O -2.07901 -2.36275 4.42027
C -2.23548 -2.95755 3.13976
H -1.44834 -3.70386 2.98115
C 3.08916 -1.90579 -1.91346
C -1.84497 -0.77789 2.83384
H -1.62869 0.64523 1.25685
H -3.21496 -3.43986 3.07504
C -1.81371 -1.03481 4.19450
O -2.13361 -1.94059 2.15267
H 3.76436 0.41942 -0.06198
N 3.20176 1.21168 -0.31578
F 4.01613 -3.09187 1.26349
H 1.21826 -1.73502 -2.91702
C 0.91544 -1.07293 -0.28737
C -1.60332 0.47047 2.32235
C 1.99769 -1.07406 -2.51225
C -2.07882 1.82766 -4.59223
C -1.54751 -0.04183 5.10416
N 1.15735 1.91577 -1.33750
C -1.29844 1.49380 3.22989
H -4.57483 2.66370 -1.17998
C 2.90265 -2.39520 -0.68630
F 3.55567 -4.60562 -0.21456
C -0.97361 2.91562 2.78965
C 0.11605 0.93371 -3.45799
C 3.90872 -3.31423 -0.06023
C 1.34474 -0.21469 -1.44776
O -0.76084 3.16464 1.53289
H 1.46120 -2.69010 0.95400
C -1.23598 1.42930 -3.62535
N -1.79579 1.50171 -2.33461
C 0.30799 0.81820 -1.96654
H 3.41062 2.11151 0.08567
H 0.02699 -0.77552 0.25682
C 1.03822 0.62791 -4.37268
C -3.04018 1.98180 -2.31873
C -1.28664 1.22988 4.59368
C -1.01938 1.03473 -1.28735
N -3.73409 2.11275 -1.16864
O -0.91789 3.77683 3.65392
Cu -0.19029 2.31882 0.03069
H -3.17277 2.15959 -0.32505
H 0.89599 0.79470 -5.43334
F 5.13663 -3.17070 -0.59065
C 2.04822 1.03389 -0.95569
H -1.91919 1.88132 -5.65499
H -1.06103 2.04946 5.26140
H -1.54199 -0.24634 6.16608
*
```

Output
* HOMO-LUMO gap (spin up / spin down): 6.26 / 6.79 eV


A structure of composition C25H30Cl2N2O2S4SiV, computed with wB97M-V/def2-TZVPD.

```
! RIJCOSX wB97M-V def2-TZVPD def2/J DEFGRID3
* xyz 0 4
S 0.26425 1.45352 -2.02804
Cl -0.42047 -5.70432 1.08762
H 3.78001 -1.71005 -3.83499
H 3.32553 1.21472 -3.17023
Cl -1.97209 -1.72360 -1.94778
N -0.60375 0.77451 1.35129
H 0.29802 -3.72458 3.83133
C 4.98330 1.09997 -1.69377
S 3.96714 -0.69709 -0.19700
C -2.55098 4.81270 -0.47677
H -4.83745 2.99030 0.90802
H -3.14743 6.56461 2.24725
H -1.69916 -2.35630 0.81051
H -5.21248 4.57375 1.60853
H -0.47508 4.09370 3.21980
C -0.69006 -2.24565 1.24161
H 3.75378 -4.19884 -4.69670
H -3.24259 5.61437 -0.74575
H 1.19218 2.32180 3.70404
S -2.65422 1.17129 -0.13970
H 0.31682 -1.99955 4.24969
N -0.86075 -2.49962 2.56480
C 3.72720 0.76347 -2.27399
C -0.57495 0.83936 -4.35455
C 0.29886 -2.71197 3.42374
H -0.67997 -6.89427 3.01919
O 1.02248 -1.11518 -0.72806
C 3.06755 -0.20021 -1.57565
C -2.12697 -2.55687 3.16129
H -1.11860 0.85572 -5.28722
H 0.89869 -5.40924 1.05862
Si -2.77839 4.31435 1.31181
H 6.10243 0.44678 0.07615
C 0.34588 0.98698 2.26507
C 5.24211 0.38163 -0.56995
H -2.44087 5.51985 3.47464
C -0.99313 -7.05329 1.99249
H 1.19010 -2.57910 2.81745
C 2.05030 -4.52914 -3.41764
C 3.04774 -3.79720 -3.98453
H -2.73744 3.96445 -1.13732
H -1.53387 5.17142 -0.65171
C -1.53269 1.71684 1.08318
H 5.65312 1.84778 -2.09169
C -0.72145 1.77984 -3.38681
H 0.56623 -1.05140 -4.59251
C 3.05547 -2.45311 -3.53179
V -1.10617 -0.70657 -0.08297
C 0.34607 -0.18313 -3.98886
O -3.15345 -2.30415 2.59418
H -1.42128 6.21527 2.20573
H -4.59735 3.27107 2.63137
C 0.41735 2.16636 2.96729
C -1.52542 2.96567 1.73627
C 1.76998 -0.87887 -1.94394
C 2.05684 -2.19240 -2.64264
S 1.09747 -3.59321 -2.35203
C -4.51998 3.72909 1.64311
H -1.36182 2.64699 -3.39051
H 1.81004 -5.56683 -3.58245
H -2.08717 -2.87430 4.21549
H 1.20420 -1.97929 -0.31943
C 0.89274 0.02408 -2.76468
H 1.05756 0.18137 2.40481
C -2.40251 5.78359 2.41532
H -0.49279 -7.92177 1.57816
C -0.52864 3.15388 2.68180
*
```

Output
* HOMO-LUMO gap (spin up / spin down): 7.33 / 7.22 eV
* energy relative to the best compared isomer or geometry (same formula, charge and spin): 140.8 kcal per mole